DFT (the ωB97M-V functional and the def2-TZVPD basis) results for a structure of composition C6H9I2NO3 in a non-equilibrium geometry.

Computed properties:
<S²>: 2.008
lowest unoccupied orbital energy (spin up / spin down): 0.42 / -3.36 eV
relative energy (zero: lowest compared OMol25 entry of this formula, charge and spin): 0.0 kJ/mol
HOMO level (spin up / spin down): -7.91 / -9.72 eV
multiplicity: 3
orbital gap (spin up / spin down): 8.33 / 6.36 eV

Each line ends with the natural charge from an NBO analysis.
Cartesian coordinates (Å):
H1 2.25 0.65 -1.83  0.2147
H2 0.59 1.88 1.41  0.2432
C1 1.17 1.60 0.58  -0.6529
H3 0.99 -0.58 -2.12  0.2216
I1 -3.16 -2.47 -0.10  0.1464
H4 -0.99 0.89 -1.96  0.2146
C2 0.52 0.77 -0.50  0.2837
N1 -0.81 -1.73 1.76  -0.2658
O1 -1.40 0.50 1.74  -0.5706
H5 -1.03 2.22 -0.81  0.2208
C3 -1.73 -2.67 1.39  0.2163
I2 -0.67 -5.30 0.99  0.0746
C4 -0.83 -0.37 1.18  0.8833
H6 0.21 2.21 -2.09  0.2176
H7 1.55 2.64 0.24  0.2245
H8 1.97 1.07 0.98  0.2100
O2 -0.17 -0.34 0.08  -0.5116
O3 -1.88 -2.18 2.64  -0.3489
C5 1.56 0.03 -1.37  -0.6169
H9 2.26 -0.41 -0.75  0.2160
C6 -0.42 1.59 -1.46  -0.6207

---

DFT (the ωB97M-V functional and the def2-TZVPD basis) results for a cluster of 2 separate species, C6H9IN2 in total in a non-equilibrium geometry.

Computed properties:
lowest unoccupied orbital energy (spin up / spin down): -0.15 / -0.15 eV
relative energy (zero: lowest compared OMol25 entry of this formula, charge and spin): 465.3 kJ/mol
HOMO level (spin up / spin down): -8.13 / -8.13 eV
orbital gap (spin up / spin down): 7.98 / 7.98 eV

Each line ends with the natural charge from an NBO analysis.
Cartesian coordinates (Å):
C1 -0.73 0.69 -1.38  -0.0115
N1 0.95 -0.93 -2.14  -0.3147
C2 0.05 0.15 -2.30  -0.1279
H1 2.77 -1.06 -2.46  0.1389
H2 0.36 2.65 -0.26  0.2158
N2 0.77 -1.56 -1.09  -0.0279
H3 -0.34 -2.06 1.93  0.2593
C3 0.40 -2.47 1.17  -0.7378
H4 -2.19 0.92 0.24  0.2144
H5 1.16 -2.84 1.79  0.2516
C4 0.78 -1.61 0.11  0.2702
I1 3.85 -1.09 -3.69  -0.1885
H6 -0.07 2.05 1.37  0.2133
H7 -1.16 3.12 0.52  0.2153
C5 -1.14 1.22 -0.26  -0.2203
H8 -0.09 -3.38 0.97  0.2376
H9 -0.11 0.61 -3.23  0.2193
C6 -0.37 2.41 0.38  -0.6072

---

DFT (the ωB97M-V functional and the def2-TZVPD basis) results for a cluster of 2 separate species, C6H9IN2S in total in a non-equilibrium geometry.

Computed properties:
lowest unoccupied orbital energy: -0.56 eV
SMILES: C#C/N=C/C.C/C=N/SI
relative energy (zero: lowest compared OMol25 entry of this formula, charge and spin): 257.7 kJ/mol
HOMO level: -8.46 eV
orbital gap: 7.91 eV

Each line ends with the natural charge from an NBO analysis.
Cartesian coordinates (Å):
C1 -1.78 -0.16 2.88  -0.6636
N1 0.57 0.95 -2.46  -0.4803
H1 -2.55 -0.72 3.42  0.2309
C2 0.40 -1.28 -3.49  -0.3021
H2 0.45 2.74 -0.28  0.2412
H3 -2.32 0.68 2.31  0.2287
C3 1.14 1.10 -1.34  0.2122
S1 -0.36 -1.58 -0.64  0.4083
H4 -1.02 0.10 3.59  0.2265
N2 -0.76 -0.83 0.72  -0.6413
C4 -0.99 -1.06 1.94  0.1406
I1 0.22 -3.86 0.14  -0.1082
C5 0.48 -0.17 -3.07  0.1935
C6 1.43 2.41 -0.68  -0.6810
H5 1.79 3.27 -1.24  0.2402
H6 -0.60 -1.94 2.60  0.1660
H7 2.06 2.16 0.12  0.2130
H8 0.28 -2.17 -3.87  0.2090
H9 1.55 0.35 -0.66  0.1664

---

DFT (the ωB97M-V functional and the def2-TZVPD basis) results for a cluster of 2 separate species, C6H9IO3S in total in a non-equilibrium geometry.

Computed properties:
lowest unoccupied orbital energy (spin up / spin down): 0.02 / -1.52 eV
HOMO level (spin up / spin down): -8.44 / -8.04 eV
orbital gap (spin up / spin down): 8.47 / 6.52 eV

Each line ends with the natural charge from an NBO analysis.
Cartesian coordinates (Å):
H1 -2.43 -0.15 -2.29  0.4735
C1 1.25 -0.50 -0.39  -0.4006
O1 -1.78 0.54 -2.32  -0.7330
O2 -1.19 -1.61 -0.04  -0.9299
H2 2.59 0.87 0.29  0.2483
C2 1.85 0.18 0.68  -0.3046
H3 0.91 -2.22 2.68  0.2742
H4 -2.07 0.77 -0.39  0.1969
H5 1.68 0.35 2.82  0.2187
H6 -0.34 2.71 -0.18  0.1796
I1 2.34 -1.00 -2.12  0.2413
C3 1.38 -0.21 1.94  -0.1199
O3 0.74 -3.12 0.16  -0.9265
S1 0.19 -1.82 0.29  2.1397
C4 -1.84 1.37 -1.17  -0.1697
C5 -0.63 2.10 -1.14  -0.3013
H7 -2.76 2.00 -1.39  0.1720
H8 -0.04 2.29 -2.08  0.2037
C6 0.55 -1.37 2.05  -0.7221
H9 -0.39 -1.15 2.62  0.2598

---

DFT (the ωB97M-V functional and the def2-TZVPD basis) results for a structure of composition C6H9LiO7Tm in a non-equilibrium geometry.

Computed properties:
total charge: +2
<S²>: 3.789
lowest unoccupied orbital energy (spin up / spin down): -9.54 / -9.82 eV
HOMO level (spin up / spin down): -14.92 / -15.48 eV
multiplicity: 4
orbital gap (spin up / spin down): 5.37 / 5.66 eV

Each line ends with the natural charge from an NBO analysis.
Cartesian coordinates (Å):
C1 -1.25 1.48 1.14  1.0648
C2 -2.67 -1.68 1.01  -0.1301
O1 -1.58 1.66 -0.05  -0.7681
C3 2.07 1.93 -0.78  1.0263
O2 -0.35 2.14 1.75  -0.9014
O3 -2.52 -2.81 0.18  -0.7076
C4 2.62 -0.26 -1.54  -0.1482
H1 3.54 -0.37 -0.96  0.2188
H2 -0.16 -0.69 -0.04  0.1177
C5 1.45 -0.93 -0.89  -0.4432
O4 -1.57 0.30 1.70  -0.5196
H3 -3.50 -1.03 0.68  0.1851
H4 1.78 -1.52 -0.03  0.2190
H5 2.81 -0.65 -2.55  0.2515
Li1 -0.74 2.53 -1.46  0.9667
H6 0.86 -1.53 -1.59  0.2309
H7 -0.60 -1.50 1.49  0.1937
H8 -2.91 -1.98 2.05  0.2095
O5 2.66 1.93 0.33  -0.7896
O6 2.38 1.15 -1.77  -0.4442
Tm1 1.38 3.25 1.20  2.4745
H9 -3.38 -3.22 0.05  0.4945
O7 1.06 2.70 -0.94  -0.8798
C6 -1.38 -0.91 1.01  0.0790

---

DFT (the ωB97M-V functional and the def2-TZVPD basis) results for the ion C6H9N with charge -1 in a non-equilibrium geometry.

Computed properties:
total charge: -1
<S²>: 0.750
lowest unoccupied orbital energy (spin up / spin down): 4.10 / 3.91 eV
relative energy (zero: lowest compared OMol25 entry of this formula, charge and spin): 183.6 kJ/mol
HOMO level (spin up / spin down): 1.36 / -4.21 eV
multiplicity: 2
orbital gap (spin up / spin down): 2.74 / 8.12 eV

Each line ends with the natural charge from an NBO analysis.
Cartesian coordinates (Å):
H1 1.69 2.14 0.88  0.1904
C1 -1.16 0.38 -1.36  -0.1162
C2 -0.35 -1.40 1.80  -0.6928
C3 -0.27 -0.62 0.42  -0.0983
H2 2.78 0.97 -0.21  0.2061
H3 0.25 -0.96 2.73  0.2173
H4 -1.93 0.78 -2.11  0.1900
C4 0.70 0.25 -0.06  -0.0379
H5 -1.31 -1.84 1.98  0.2054
C5 -1.31 -0.82 -0.66  -0.3692
H6 0.33 -2.22 1.59  0.2064
C6 1.91 1.11 0.48  -1.0839
H7 -2.15 -1.47 -0.46  0.2044
H8 2.22 0.54 1.35  0.1988
H9 0.52 1.74 -1.63  0.3723
N1 0.07 0.98 -1.12  -0.5928